Below is the molecule C27H26BrFINO5S, with properties calculated with the ωB97M-V functional and the def2-TZVPD basis.

Results
LUMO ... -0.48 eV
Multiplicity ... 1
Kohn-Sham gap ... 7.545 eV
Energy ... -131837.5867 eV

Atoms and positions in Å:
C1 1.1169 -3.6517 4.1755
C2 1.7397 -2.8677 2.9736
O1 2.5669 -2.0118 3.1609
O2 1.3789 -3.1758 1.6407
C3 0.1741 -2.4367 1.3001
C4 0.4123 -1.4131 0.1303
C5 0.1231 0.0255 0.3352
C6 -0.4340 0.5872 1.7104
C7 -2.0141 0.4873 1.6515
C8 -2.7410 -0.7629 1.9815
C9 -4.2137 -0.8695 1.9175
C10 -5.0646 0.2595 1.4853
C11 -6.6220 0.1682 1.3663
C12 -4.3456 1.5179 1.1657
C13 -2.8720 1.6263 1.2626
C14 0.3559 0.9987 -0.7746
C15 0.1311 2.5373 -0.6552
O3 -0.0462 3.1114 -1.9558
C16 0.7926 4.2316 -2.1730
O4 0.2521 5.4214 -1.6012
C17 1.2383 6.2129 -0.9272
C18 0.4933 6.9021 0.3066
O5 0.8146 6.2472 1.5504
C19 0.8261 0.4691 -2.0535
C20 1.0673 -0.9717 -2.2535
C21 0.8957 -1.9485 -1.1791
N1 1.1187 -3.3751 -1.2578
Br1 -0.4700 -4.3585 -1.4969
C22 2.1487 -3.7613 -2.1891
C23 2.5032 -3.0918 -3.4435
C24 3.5636 -3.6308 -4.3259
C25 4.3082 -4.8620 -4.0181
C26 3.9646 -5.5160 -2.7403
F1 4.6868 -6.6569 -2.4202
C27 2.9169 -4.9934 -1.8476
I1 2.5703 -6.1127 -0.0484
S1 1.6014 -1.5655 -3.9069
H1 1.2754 -4.7475 3.9806
H2 0.0210 -3.4358 4.3221
H3 1.6281 -3.4109 5.1467
H4 -0.6805 -3.1283 1.0387
H5 -0.1495 -1.9165 2.2496
H6 -0.1275 1.6662 1.8414
H7 -0.0198 0.0347 2.5905
H8 -2.1789 -1.6651 2.3134
H9 -4.6875 -1.8486 2.1856
H10 -7.0365 -0.5630 2.1052
H11 -7.1251 1.1719 1.4505
H12 -6.8627 -0.2138 0.3275
H13 -4.9293 2.4174 0.8318
H14 -2.4553 2.6356 1.0195
H15 -0.8034 2.7192 -0.0645
H16 0.9698 3.0442 -0.0841
H17 1.8258 3.9689 -1.8124
H18 0.8758 4.3832 -3.2923
H19 1.6911 7.0041 -1.6006
H20 2.1003 5.6181 -0.5092
H21 0.6718 8.0171 0.3403
H22 -0.6196 6.7770 0.1744
H23 1.7564 5.9925 1.5425
H24 1.0098 1.1202 -2.9482
H25 3.8247 -3.1277 -5.2902
H26 5.0876 -5.2834 -4.7050